Record 1
The following is a quantum chemistry calculation of a cluster of 6 separate species, C8H22O5 in total, from OMol25.

Calculated values
largest force on an atom	2.3	eV/Å
LUMO energy	0.20	eV
SMILES	C=C/C=C/C(=C)CC.O.O.O.O.O
frontier orbital gap	9.5	eV
relative energy (zero: lowest compared OMol25 entry of this formula, charge and spin)	35.5	kcal per mole
energy	-18888.1103	eV

Last columns: bonded neighbours and bond lengths (Å).
Positions of all 35 atoms, in Å:
1 C 0.48 -1.80 2.57  C2 1.532, H9 1.107, H10 1.088, H11 1.082
2 C 0.42 -2.91 1.51  C1 1.532, C3 1.496, H12 1.099, H13 1.096
3 C 1.37 -2.77 0.36  C2 1.496, C4 1.340, C6 1.500
4 C 2.04 -3.84 -0.08  C3 1.340, H14 1.080, H15 1.082
5 C 0.67 -1.03 -1.33  C6 1.331, C8 1.466, H16 1.084
6 C 1.50 -1.48 -0.40  C3 1.500, C5 1.331, H17 1.088
7 C 0.18 0.64 -3.04  C8 1.331, H18 1.081, H19 1.093
8 C 0.87 0.28 -1.97  C5 1.466, C7 1.331, H20 1.090
9 H 1.30 -1.96 3.28  C1 1.107
10 H -0.30 -1.96 3.31  C1 1.088
11 H 0.67 -0.84 2.12  C1 1.082
12 H 0.61 -3.92 1.90  C2 1.099
13 H -0.62 -3.00 1.18  C2 1.096
14 H 2.61 -3.90 -0.99  C4 1.080
15 H 2.07 -4.75 0.51  C4 1.082
16 H -0.26 -1.47 -1.69  C5 1.084
17 H 2.41 -0.97 -0.08  C6 1.088
18 H 0.17 1.55 -3.63  C7 1.081
19 H -0.39 -0.11 -3.59  C7 1.093
20 H 1.36 0.95 -1.26  C8 1.090
21 H -0.64 3.49 3.18  O23 0.943
22 H 0.50 3.04 2.27  O23 0.988
23 O -0.44 2.86 2.51  H21 0.943, H22 0.988
24 H -0.68 2.44 0.16  O26 0.965
25 H -0.41 2.58 -1.38  O26 0.985
26 O -0.69 3.07 -0.57  H24 0.965, H25 0.985
27 H 1.41 3.09 -0.07  O29 0.984
28 H 2.56 3.68 0.73  O29 0.947
29 O 1.70 3.30 0.85  H27 0.984, H28 0.947
30 H -4.29 0.28 -1.60  O32 0.959
31 H -3.08 0.27 -2.48  O32 0.958
32 O -3.99 -0.04 -2.45  H30 0.959, H31 0.958
33 H -2.67 2.14 -0.46  O35 0.967
34 H -3.08 1.53 0.79  O35 0.955
35 O -3.38 1.57 -0.12  H33 0.967, H34 0.955

Record 2
The following is a quantum chemistry calculation of the molecule C4H5NO, from OMol25.

Calculated values
largest force on an atom	1.1	eV/Å
LUMO energy	0.84	eV
SMILES	C=C1C=NCO1
frontier orbital gap	10.7	eV
relative energy (zero: lowest compared OMol25 entry of this formula, charge and spin)	55.5	kcal per mole
energy	-7764.1207	eV

Last columns: bonded neighbours and bond lengths (Å).
Positions of all 11 atoms, in Å:
1 C 1.03 0.95 -0.80  C2 1.331, H7 1.086, H8 1.081
2 C 0.50 0.53 0.35  C1 1.331, C3 1.489, O6 1.387
3 C 0.60 -0.86 0.87  C2 1.489, N4 1.276, H10 1.087
4 N -0.54 -1.41 0.75  C3 1.276, C5 1.472
5 C -1.35 -0.34 0.15  N4 1.472, O6 1.419, H9 1.121, H11 1.088
6 O -0.81 0.89 0.62  C2 1.387, C5 1.419
7 H 0.52 1.75 -1.33  C1 1.086
8 H 1.90 0.49 -1.24  C1 1.081
9 H -1.04 -0.32 -0.93  C5 1.121
10 H 1.50 -1.40 1.19  C3 1.087
11 H -2.42 -0.41 0.33  C5 1.088

Record 3
The following is a quantum chemistry calculation of a cluster of 2 separate species, C10H16 in total, from OMol25.

Calculated values
largest force on an atom	2.0	eV/Å
LUMO energy (alpha / beta)	3.81 / 3.76	eV
net charge	-1
frontier orbital gap (alpha / beta)	3.0 / 7.2	eV
relative energy (zero: lowest compared OMol25 entry of this formula, charge and spin)	14.8	kcal per mole
spin multiplicity	2
energy	-10627.6692	eV

Last columns: bonded neighbours and bond lengths (Å).
Positions of all 26 atoms, in Å:
1 C -1.99 -0.40 1.93  C2 1.529, H3 1.098, H4 1.093, H5 1.100
2 C -3.11 0.05 0.99  C1 1.529, H6 1.092, H7 1.090, H8 1.096
3 H -2.22 0.00 2.93  C1 1.098
4 H -1.99 -1.49 1.97  C1 1.093
5 H -1.05 0.01 1.52  C1 1.100
6 H -3.12 -0.61 0.11  C2 1.092
7 H -3.02 1.10 0.73  C2 1.090
8 H -4.08 -0.10 1.46  C2 1.096
9 C 0.31 -1.40 -0.98  C10 1.542, C11 1.518, H17 1.097, H18 1.092
10 C 1.21 -2.25 -1.89  C9 1.542, H19 1.113, H25 1.085, H26 1.089
11 C 0.87 -0.04 -0.59  C9 1.518, C12 1.395, C13 1.428
12 C 2.23 0.22 -0.41  C11 1.395, C14 1.392, H20 1.090
13 C -0.05 1.04 -0.39  C11 1.428, C15 1.418, H21 1.084
14 C 2.73 1.43 0.05  C12 1.392, C16 1.451, H22 1.086
15 C 0.47 2.29 0.03  C13 1.418, C16 1.371, H23 1.090
16 C 1.78 2.47 0.38  C14 1.451, C15 1.371, H24 1.085
17 H -0.58 -1.27 -1.61  C9 1.097
18 H -0.09 -1.89 -0.09  C9 1.092
19 H 1.04 -3.32 -1.62  C10 1.113
20 H 2.86 -0.65 -0.61  C12 1.090
21 H -1.08 1.02 -0.73  C13 1.084
22 H 3.76 1.67 0.32  C14 1.086
23 H -0.21 3.03 0.44  C15 1.090
24 H 2.13 3.41 0.79  C16 1.085
25 H 2.26 -2.03 -1.78  C10 1.085
26 H 0.93 -2.29 -2.94  C10 1.089